Run P
11
Properties=species:S:1:pos:R:3 method="wB97M-V/def2-TZVPD" homo_energy_ev=-8.02 e_lumo_ev=1.0 smiles=Nc1cn[nH]c1 mol_weight_g_mol=83.094 homo_lumo_gap_ev=9.00
N -1.84 -0.44 -0.16
C -0.55 0.05 -0.08
C -0.02 1.30 0.11
N 1.65 1.14 0.44
N 1.73 -0.09 0.09
C 0.61 -0.69 -0.29
H -2.53 0.08 0.36
H -1.90 -1.41 0.12
H -0.43 2.30 0.07
H 2.58 -0.63 0.15
H 0.70 -1.61 -0.80

---

Run Q
11
Properties=species:S:1:pos:R:3 method="wB97M-V/def2-TZVPD" homo_energy_ev=-8.33 e_lumo_ev=0.8 smiles=Nc1ccn[nH]1 mol_weight_g_mol=83.094 homo_lumo_gap_ev=9.17
N 1.78 0.17 0.41
C 0.43 -0.02 0.16
C -0.70 0.00 0.95
C -1.76 -0.33 0.03
N -1.27 -0.59 -1.18
N 0.03 -0.36 -1.09
H 1.96 0.57 1.31
H 2.26 0.70 -0.32
H -0.69 0.19 2.03
H -2.62 0.17 -0.38
H 0.57 -0.51 -1.92

---

Result of the stability comparison: run Q is the most stable of them.

---

Run P
11
Properties=species:S:1:pos:R:3 method="wB97M-V/def2-TZVPD" homo_energy_ev=-9.85 e_lumo_ev=0.9 smiles=Cn1ccnn1 mol_weight_g_mol=83.094 homo_lumo_gap_ev=10.79
C 1.31 0.26 1.28
N 0.20 0.07 0.22
C -0.71 -1.01 -0.56
C -1.33 -0.15 -1.41
N -0.90 1.16 -1.31
N -0.01 1.22 -0.39
H 1.75 1.29 1.27
H 0.92 0.09 2.28
H 2.12 -0.44 1.09
H -1.28 -1.99 -0.34
H -2.06 -0.49 -2.13

---

Run Q
11
Properties=species:S:1:pos:R:3 method="wB97M-V/def2-TZVPD" homo_energy_ev=-9.88 e_lumo_ev=0.7 smiles=Cn1cnnc1 mol_weight_g_mol=83.094 homo_lumo_gap_ev=10.54
C -1.44 -0.20 -0.05
N -0.01 0.07 -0.01
C 0.77 1.21 0.05
N 2.03 0.90 0.10
N 2.13 -0.47 0.07
C 0.91 -0.93 0.01
H -1.63 -0.90 -0.87
H -2.02 0.71 -0.22
H -1.75 -0.66 0.88
H 0.41 2.23 0.06
H 0.61 -1.97 -0.03

---

Result of the stability comparison: run Q is the most stable of them.

---

Run P
14
Properties=species:S:1:pos:R:3 method="wB97M-V/def2-TZVPD" homo_energy_ev=-14.32 total_charge=+1 e_lumo_ev=-4.3 mol_weight_g_mol=82.126 homo_lumo_gap_ev=10.03
C -0.20 -1.17 -0.02
C -1.17 -0.94 -1.10
C -0.34 -0.31 1.08
C -0.50 0.15 -0.80
C 0.31 1.26 -1.22
N 0.65 -0.03 1.86
H 0.63 -1.79 0.03
H -1.64 -1.64 -1.75
H -1.26 0.06 1.38
H -0.12 1.96 -2.00
H 1.40 0.78 -1.46
H 0.38 1.96 -0.40
H 0.44 0.31 2.78
H 1.42 -0.60 1.61

---

Run Q
14
Properties=species:S:1:pos:R:3 method="wB97M-V/def2-TZVPD" homo_energy_ev=-14.12 total_charge=+1 e_lumo_ev=-4.0 mol_weight_g_mol=82.126 homo_lumo_gap_ev=10.13
C -1.86 -0.80 0.66
C -1.26 -0.89 -0.59
C -0.64 -0.05 1.28
C -0.10 -0.12 -0.11
C 0.99 1.49 -1.03
N 0.50 -0.92 1.03
H -2.89 -0.99 0.97
H -1.54 -1.31 -1.55
H -0.66 0.78 1.88
H 2.02 1.33 -0.72
H 0.30 2.20 -0.50
H 0.55 1.34 -1.95
H 1.44 -0.58 1.54
H 0.46 -1.95 0.96

---

Result of the stability comparison: run P is the most stable of them.

---

Run P
14
Properties=species:S:1:pos:R:3 method="wB97M-V/def2-TZVPD" homo_energy_ev=-13.97 total_charge=+1 e_lumo_ev=-4.3 smiles="C=C1[C@@H]2[C@H]1[N@@H+]2C" mol_weight_g_mol=82.126 homo_lumo_gap_ev=9.66
C -0.35 -2.00 -0.98
C -0.53 -0.78 -0.60
C -1.18 0.22 0.25
C -0.02 0.57 -1.07
N 0.06 1.10 0.37
C 1.11 0.53 1.15
H 0.23 -2.15 -1.88
H -0.78 -2.84 -0.61
H -2.14 0.73 0.34
H -0.31 1.25 -1.78
H -0.06 2.16 0.61
H 1.12 -0.58 0.98
H 2.10 1.02 0.96
H 0.75 0.75 2.26

---

Run Q
14
Properties=species:S:1:pos:R:3 method="wB97M-V/def2-TZVPD" homo_energy_ev="-16.49 / -16.49" total_charge=+1 e_lumo_ev="-8.2 / -8.2" mol_weight_g_mol=82.126 homo_lumo_gap_ev="8.28 / 8.28"
C -1.36 0.21 -0.04
C -0.56 -1.07 0.02
C 0.86 0.39 -0.97
C 0.86 0.47 1.00
C -0.18 1.11 -0.04
N 0.92 -0.75 0.00
H -1.97 0.43 -0.82
H -1.99 0.22 0.92
H -0.97 -1.65 0.90
H -0.64 -1.69 -0.94
H 0.58 0.24 -2.07
H 1.87 0.72 -0.90
H 1.90 0.97 0.90
H 0.68 0.39 2.04

---

Run R
14
Properties=species:S:1:pos:R:3 method="wB97M-V/def2-TZVPD" homo_energy_ev="-14.04 / -13.78" total_charge=+1 e_lumo_ev="-5.4 / -5.6" mol_weight_g_mol=82.126 homo_lumo_gap_ev="8.62 / 8.13"
C 0.15 -1.43 1.04
C 1.65 -0.20 -0.52
C -1.73 -0.04 0.18
C 0.72 0.79 0.01
C -0.75 0.94 -0.49
N 0.87 -0.58 0.58
H 0.38 -2.46 1.42
H 1.43 -0.71 -1.39
H 2.66 -0.21 -0.33
H -2.18 -0.84 -0.42
H 1.00 1.56 0.69
H -2.45 0.29 0.97
H -0.79 0.84 -1.53
H -0.96 2.05 -0.23

---

Run S
14
Properties=species:S:1:pos:R:3 method="wB97M-V/def2-TZVPD" homo_energy_ev=-15.73 total_charge=+1 e_lumo_ev=-6.4 mol_weight_g_mol=82.126 homo_lumo_gap_ev=9.37
C -0.98 0.20 0.17
C 0.08 1.25 0.37
C -2.40 -0.17 -0.26
C 0.56 0.08 -0.37
C 1.54 -0.87 0.21
N -1.35 -1.02 0.32
H -0.33 2.24 -0.14
H 0.55 1.31 1.32
H -3.09 0.29 0.59
H -2.84 -0.43 -1.26
H 0.45 0.14 -1.39
H 2.45 -0.27 0.37
H 1.80 -1.66 -0.35
H 1.17 -1.36 1.18

---

Result of the stability comparison: run P is the most stable of them.

---

Run P
14
Properties=species:S:1:pos:R:3 method="wB97M-V/def2-TZVPD" homo_energy_ev=-15.74 total_charge=+1 e_lumo_ev=-5.7 smiles="CC=[N+]=C1CC1" mol_weight_g_mol=82.126 homo_lumo_gap_ev=10.08
C -2.57 -0.47 0.18
C -1.59 0.38 -0.52
N -0.37 0.47 -0.39
C 0.88 0.00 0.08
C 2.04 0.63 0.67
C 2.17 -0.50 -0.34
H -2.61 -1.44 -0.32
H -2.24 -0.54 1.21
H -3.55 -0.03 0.09
H -1.89 1.17 -1.34
H 2.30 1.71 0.48
H 2.39 0.46 1.66
H 2.45 -1.51 -0.11
H 2.59 -0.34 -1.33

---

Run Q
14
Properties=species:S:1:pos:R:3 method="wB97M-V/def2-TZVPD" homo_energy_ev="-14.51 / -14.51" total_charge=+1 e_lumo_ev="-6.3 / -6.3" mol_weight_g_mol=82.126 homo_lumo_gap_ev="8.23 / 8.24"
C -1.58 -1.74 -1.97
C -1.02 -0.85 -1.28
C -0.66 -0.20 -0.03
C -1.49 0.63 0.80
C 1.64 0.45 -0.38
N 0.74 -0.62 0.27
H -1.30 1.59 0.42
H -1.22 0.40 1.84
H -2.56 0.41 0.58
H 1.71 0.31 -1.54
H 1.32 1.37 -0.12
H 2.60 0.26 0.00
H 0.81 -0.40 1.32
H 1.01 -1.62 0.08

---

Run R
14
Properties=species:S:1:pos:R:3 method="wB97M-V/def2-TZVPD" homo_energy_ev=-14.50 total_charge=+1 e_lumo_ev=-4.8 mol_weight_g_mol=82.126 homo_lumo_gap_ev=9.71
C 2.31 0.16 0.09
C 1.33 -0.68 -0.26
C -2.16 0.17 -0.11
C -1.03 0.14 -0.90
C -1.23 -0.82 0.37
N 0.01 -0.16 -0.04
H 3.40 -0.10 -0.15
H 2.03 1.16 0.44
H 1.39 -1.64 -0.61
H -0.23 1.36 1.65
H -3.20 0.27 -0.09
H -1.02 0.25 -2.05
H -1.61 -1.84 0.67
H 0.03 1.73 0.98

---

Result of the stability comparison: run P is the most stable of them.

---

Run P
14
Properties=species:S:1:pos:R:3 method="wB97M-V/def2-TZVPD" homo_energy_ev=-8.28 e_lumo_ev=0.7 mol_weight_g_mol=117.177 homo_lumo_gap_ev=8.98
C -2.12 -0.69 0.19
C -0.95 0.12 -0.37
S -1.02 1.85 -0.60
N 0.08 -0.70 -0.44
N 1.31 -0.41 -1.12
C 2.14 0.28 -0.42
N 1.67 0.93 0.72
H -2.50 -0.19 1.15
H -3.08 -0.83 -0.40
H -1.83 -1.70 0.41
H 0.04 -1.74 -0.35
H 3.29 0.17 -0.62
H 0.72 1.26 0.88
H 2.25 1.65 0.98

---

Run Q
14
Properties=species:S:1:pos:R:3 method="wB97M-V/def2-TZVPD" homo_energy_ev=-8.73 e_lumo_ev=0.6 mol_weight_g_mol=117.177 homo_lumo_gap_ev=9.29
H -3.82 -0.88 -1.11
N -3.21 -0.75 -0.20
C -2.10 -0.25 -0.45
N -1.10 -0.15 0.62
C -0.44 1.10 0.75
C 0.66 1.35 -0.39
N 1.73 0.60 -0.59
S 2.18 -0.90 -0.02
H -1.92 0.43 -1.30
H -0.97 -0.85 1.64
H 0.22 1.23 1.59
H -1.11 2.04 0.90
H 0.45 2.31 -0.94
H 1.57 -1.05 1.23

---

Result of the stability comparison: run P is the most stable of them.